Entry 1:
11
Properties=species:S:1:pos:R:3 method="wB97M-V/def2-TZVPD" e_above_lowest_kj_mol=234.2 lumo_energy_ev=4.15 homo_lumo_gap_ha=0.271 e_tot_ev=-7755.83965 charge=-1
C -0.334 -2.101 1.752
O -0.140 -0.728 1.852
H -1.327 -2.242 1.297
H -0.246 -2.764 2.604
H 0.356 -2.489 0.996
C -0.034 1.043 -1.589
N -0.183 0.831 -0.283
O 0.971 1.402 -2.202
H -1.063 0.967 -2.061
H -0.053 -0.102 1.058
H -0.892 1.352 0.211

=====

Entry 2:
11
Properties=species:S:1:pos:R:3 method="wB97M-V/def2-TZVPD" e_above_lowest_kj_mol=48.2 lumo_energy_ev=4.53 homo_lumo_gap_ha=0.318 e_tot_ev=-7757.76733 charge=-1
O 1.078 1.217 -1.039
C 1.934 0.955 -0.158
O 1.769 0.569 1.011
H 2.999 1.110 -0.492
C -1.139 -1.091 -0.062
N -1.423 0.319 0.201
H -0.149 -1.392 0.285
H -1.202 -1.276 -1.135
H -1.897 -1.724 0.415
H -1.327 0.477 1.197
H -0.644 0.836 -0.224

=====

Entry 3:
12
Properties=species:S:1:pos:R:3 method="wB97M-V/def2-TZVPD" e_above_lowest_kj_mol=353.0 lumo_energy_ev=0.52 homo_lumo_gap_ha=0.356 e_tot_ev=-17042.10833 charge=0
C -0.507 -1.830 -0.018
C -0.129 -0.453 -0.268
N 0.285 0.372 0.641
O 0.314 0.181 1.901
O 0.344 1.695 -1.589
P 0.534 1.820 -0.139
H -1.593 -1.831 0.319
H 0.185 -2.535 0.550
H -0.741 -2.311 -0.878
H -0.141 -0.002 -1.263
H -0.341 2.834 0.347
H 1.789 2.060 0.397

=====

Entry 4:
12
Properties=species:S:1:pos:R:3 method="wB97M-V/def2-TZVPD" e_above_lowest_kj_mol=501.0 lumo_energy_ev="-0.96 / -0.13" homo_lumo_gap_ha="0.283 / 0.289" e_tot_ev=-17040.57462 charge=0
C -0.973 -0.664 -1.166
C 0.380 -0.022 -0.658
N 0.121 1.230 0.168
O 0.403 2.363 -0.251
O 0.783 -0.799 0.521
P 0.816 0.363 1.653
H -1.566 -0.974 -0.339
H -0.689 -1.449 -1.807
H -1.529 0.103 -1.745
H 1.023 0.095 -1.531
H 1.573 -0.310 2.724
H -0.341 0.065 2.431

=====

Repeat the first record exactly.
11
Properties=species:S:1:pos:R:3 method="wB97M-V/def2-TZVPD" e_above_lowest_kj_mol=234.2 lumo_energy_ev=4.15 homo_lumo_gap_ha=0.271 e_tot_ev=-7755.83965 charge=-1
C -0.334 -2.101 1.752
O -0.140 -0.728 1.852
H -1.327 -2.242 1.297
H -0.246 -2.764 2.604
H 0.356 -2.489 0.996
C -0.034 1.043 -1.589
N -0.183 0.831 -0.283
O 0.971 1.402 -2.202
H -1.063 0.967 -2.061
H -0.053 -0.102 1.058
H -0.892 1.352 0.211